1.
Formula: C5H9NO
Source: the Open Molecules 2025 dataset
Level of theory: ωB97M-V with the def2-TZVPD basis set

Structure (ORCA input):
```
! wB97M-V def2-TZVPD RIJCOSX def2/J DEFGRID3
* xyz 0 1
H 3.14 0.36 0.48
O 1.16 1.57 -0.45
H 0.04 -2.09 -0.51
H -1.12 0.51 1.95
H -2.07 -0.55 0.89
C -0.28 1.40 -0.54
H -0.70 -1.21 1.79
C -0.23 -1.15 -0.99
N 2.31 -0.20 0.67
H -0.77 2.13 0.12
C -1.06 -0.33 1.25
C -0.17 -0.02 0.04
H 0.48 -0.97 -1.81
C 1.29 0.37 0.22
H -1.24 -1.24 -1.42
H -0.64 1.50 -1.56
*
```

The molar mass comes out at 99.1 g mol⁻¹. The energy relative to the best compared isomer or geometry (same formula, charge and spin) is 32.5 kcal per mole. The gap between HOMO and LUMO is 10.90 eV. Its highest occupied orbital energy is -10.02 eV. The LUMO energy is 0.87 eV.

Results of the natural (NBO) charge analysis, in e, for atoms 1 through 2: 0.35 -0.51


2.
Formula: C2H2AgCl6F2
Source: the Open Molecules 2025 dataset
Level of theory: ωB97M-V with the def2-TZVPD basis set

Structure (ORCA input):
```
! wB97M-V def2-TZVPD RIJCOSX def2/J DEFGRID3
* xyz 1 3
C 2.52 1.12 -1.00
Cl 2.04 2.54 -0.06
H -0.36 -1.13 2.18
H 3.33 0.65 -0.43
Cl -1.42 0.30 0.57
Ag -1.50 -0.83 -1.79
Cl 1.15 -0.08 -1.20
Cl -2.47 -1.91 2.21
Cl -1.72 0.45 3.52
C -1.31 -0.60 2.12
F -2.69 0.54 -2.99
Cl 3.26 1.46 -2.53
F -0.82 -2.53 -0.61
*
```

The molar mass comes out at 384.6 g mol⁻¹. The gap between HOMO and LUMO (alpha / beta) is 9.42 / 4.22 eV. Its highest occupied orbital energy (alpha / beta) is -14.55 / -14.54 eV. The LUMO energy (alpha / beta) is -5.14 / -10.32 eV.

Results of the natural (NBO) charge analysis, in e, for atoms 1 through 2: -0.26 0.06